# 1
A structure of composition C37H68BCl2N8O3S5Sc. Source: OMol25; level of theory: ωB97M-V/def2-TZVPD.

Cartesian coordinates (Å):
Sc -0.407 0.205 -0.546
C 6.464 0.389 1.274
C 5.463 -0.752 1.480
C 5.981 -1.755 2.509
C 5.260 -1.447 0.140
N 4.196 -0.164 2.024
C 4.253 0.754 3.064
C 2.994 1.111 3.373
N 2.152 0.406 2.542
B 0.634 0.376 2.479
N -0.026 1.636 3.032
C -0.252 1.967 4.349
C -0.948 3.119 4.368
N -1.171 3.496 3.053
C -0.602 2.569 2.248
S -0.588 2.571 0.514
C -1.920 4.732 2.645
C -3.163 4.332 1.849
C -2.370 5.469 3.904
C -0.986 5.647 1.855
N 0.080 -0.895 3.131
C 0.569 -1.557 4.232
C -0.186 -2.654 4.412
N -1.144 -2.680 3.409
C -0.950 -1.596 2.622
S -1.800 -1.147 1.184
C -2.096 -3.840 3.343
C -2.807 -3.924 4.696
C -3.153 -3.700 2.255
C -1.269 -5.097 3.070
C 2.890 -0.384 1.718
S 2.157 -1.438 0.581
H 7.327 0.005 0.732
H 6.836 0.799 2.212
H 6.018 1.193 0.688
H 6.950 -2.140 2.190
H 5.293 -2.595 2.608
H 6.110 -1.292 3.488
H 6.241 -1.792 -0.189
H 4.868 -0.755 -0.607
H 4.596 -2.303 0.211
H 5.184 1.077 3.486
H 2.633 1.813 4.103
H 0.340 0.284 1.335
H 0.087 1.352 5.164
H -1.310 3.691 5.200
H -3.768 3.628 2.422
H -2.909 3.878 0.896
H -3.765 5.223 1.668
H -3.043 4.866 4.514
H -2.920 6.356 3.592
H -1.527 5.803 4.509
H -0.620 5.170 0.949
H -0.132 5.941 2.468
H -1.529 6.550 1.578
H 1.423 -1.202 4.783
H -0.127 -3.422 5.159
H -3.305 -2.982 4.928
H -2.127 -4.166 5.512
H -3.559 -4.710 4.658
H -3.770 -2.813 2.394
H -3.796 -4.577 2.332
H -2.717 -3.683 1.259
H -0.515 -5.269 3.837
H -0.770 -5.024 2.103
H -1.930 -5.963 3.054
Cl 1.858 4.069 -2.034
C 3.159 4.005 -0.821
Cl 3.205 2.437 -0.017
H 2.959 4.775 -0.086
H 4.097 4.174 -1.335
C 3.952 -2.213 -3.424
C 2.580 -1.852 -2.874
S 2.505 -0.128 -2.367
O 1.048 0.059 -1.927
C 2.528 0.703 -3.968
C 1.347 0.391 -4.867
H 4.037 -3.296 -3.493
H 4.750 -1.863 -2.770
H 4.114 -1.807 -4.423
H 2.365 -2.390 -1.951
H 1.773 -2.024 -3.583
H 3.487 0.432 -4.415
H 2.585 1.762 -3.716
H 1.381 -0.626 -5.254
H 1.366 1.066 -5.723
H 0.408 0.536 -4.330
C -0.546 -4.097 -3.714
C -2.056 -4.018 -3.864
C -2.611 -2.648 -3.497
S -2.408 -2.327 -1.713
O -1.536 -1.067 -1.681
C -4.081 -1.784 -1.252
C -4.372 -0.314 -1.506
C -4.506 0.087 -2.967
H -0.179 -5.090 -3.966
H -0.227 -3.881 -2.690
H -0.058 -3.382 -4.379
H -2.547 -4.789 -3.266
H -2.342 -4.220 -4.898
H -3.666 -2.549 -3.745
H -2.065 -1.838 -3.984
H -4.159 -2.015 -0.191
H -4.744 -2.461 -1.798
H -3.593 0.285 -1.027
H -5.289 -0.083 -0.959
H -3.543 0.051 -3.481
H -4.884 1.106 -3.047
H -5.202 -0.560 -3.504
N -1.366 1.609 -2.007
C -1.723 2.574 -2.542
N -2.140 3.665 -3.105
C -2.798 3.671 -4.423
C -1.984 4.540 -5.368
O -1.799 5.825 -4.816
C -1.052 5.776 -3.619
C -1.799 4.991 -2.552
H -3.798 4.090 -4.295
H -2.884 2.646 -4.780
H -2.506 4.669 -6.314
H -1.011 4.068 -5.564
H -0.893 6.803 -3.296
H -0.075 5.314 -3.809
H -2.733 5.495 -2.296
H -1.206 4.850 -1.648

The net charge is +2. The calculation puts the relative energy (zero: lowest compared OMol25 entry of this formula, charge and spin) at 44.7 kJ/mol. The value obtained for the HOMO energy is -11.912 eV. The multiplicity is 1. The calculation puts the LUMO energy at -3.74 eV. For the frontier orbital gap, the calculation gives 8.170 eV.

Löwdin atomic charge list, values in e, 6 entries:
1 Sc 0.546
2 C -0.030
3 C -0.537
4 C -0.014
5 C -0.085
6 N 0.010



# 2
A cluster of 6 separate species, C12H36O6 in total in a non-equilibrium geometry. Source: OMol25; level of theory: ωB97M-V/def2-TZVPD.

Cartesian coordinates (Å):
C -10.449 -16.399 1.931
C -10.232 -17.816 2.426
O -9.573 -17.705 3.714
H -11.145 -16.402 1.085
H -9.538 -15.936 1.556
H -10.903 -15.793 2.715
H -9.552 -18.333 1.737
H -11.104 -18.464 2.519
H -9.683 -18.528 4.200
C -10.873 -12.111 4.619
C -11.832 -13.048 5.313
O -12.128 -14.172 4.493
H -10.660 -11.250 5.260
H -11.102 -11.803 3.603
H -9.859 -12.534 4.568
H -12.778 -12.509 5.484
H -11.497 -13.339 6.314
H -12.379 -14.927 5.028
C -6.916 -14.055 9.841
C -7.025 -12.687 9.247
O -7.823 -11.785 9.993
H -6.379 -14.664 9.102
H -7.894 -14.547 9.839
H -6.356 -14.135 10.766
H -7.320 -12.665 8.193
H -5.984 -12.331 9.169
H -7.467 -10.897 9.939
C -8.082 -14.781 5.938
C -7.173 -15.883 5.406
O -7.300 -16.042 4.006
H -7.631 -13.824 5.678
H -8.329 -14.866 7.002
H -9.112 -14.789 5.560
H -7.333 -16.835 5.926
H -6.159 -15.579 5.674
H -8.102 -16.585 3.888
C -4.357 -18.600 5.375
C -3.240 -18.157 4.432
O -2.279 -17.355 5.126
H -3.981 -19.422 5.977
H -5.220 -18.864 4.767
H -4.618 -17.768 6.030
H -3.596 -17.632 3.540
H -2.765 -19.069 4.046
H -1.494 -17.376 4.568
C -7.755 -12.334 0.630
C -7.922 -13.146 1.893
O -6.985 -14.192 1.932
H -7.689 -13.036 -0.207
H -6.851 -11.729 0.639
H -8.631 -11.722 0.417
H -8.960 -13.499 1.977
H -7.787 -12.516 2.786
H -7.185 -14.838 2.635

The net charge is 0. The calculation puts the relative energy (zero: lowest compared OMol25 entry of this formula, charge and spin) at 229.0 kJ/mol. The value obtained for the HOMO energy is -9.363 eV. The multiplicity is 1. The calculation puts the LUMO energy at 0.38 eV. As for the SMILES: CCO.CCO.CCO.CCO.CCO.CCO. For the frontier orbital gap, the calculation gives 9.740 eV.

natural (NBO) atomic charge list, values in e, 6 entries:
1 C -0.648
2 C -0.062
3 O -0.762
4 H 0.217
5 H 0.223
6 H 0.236



# 3
A structure of composition C46H41Cl2N11O2Sn in a non-equilibrium geometry. Source: OMol25; level of theory: ωB97M-V/def2-TZVPD.

Cartesian coordinates (Å):
Sn -0.666 -0.287 -0.820
C -6.373 -0.254 2.258
C -4.916 -0.365 2.472
C -4.331 -1.420 3.130
C -2.979 -1.526 3.340
C -2.078 -0.530 2.922
N -0.733 -0.411 3.124
C -0.110 -1.332 3.968
C -0.616 -1.747 5.219
C 0.040 -2.672 5.990
C 1.250 -3.224 5.591
C 1.899 -4.314 6.422
C 1.824 -2.690 4.455
C 1.168 -1.794 3.663
N 1.817 -1.339 2.482
C 1.708 -1.860 1.253
C 2.731 -1.341 0.471
C 3.417 -0.470 1.358
N 2.877 -0.495 2.582
C -2.690 0.546 2.201
C -4.062 0.658 2.016
N -1.719 1.553 1.812
C -2.300 3.784 0.967
C -1.392 4.960 0.657
C 0.280 3.328 -0.058
N -0.480 2.335 0.046
H -6.786 -1.184 2.669
H -6.623 -0.180 1.225
H -6.834 0.624 2.751
H -4.961 -2.178 3.530
H -2.512 -2.365 3.879
H -1.536 -1.341 5.594
H -0.474 -3.047 6.910
H 1.583 -5.288 6.058
H 1.647 -4.197 7.482
H 2.971 -4.258 6.421
H 2.822 -3.010 4.167
H 0.893 -2.538 1.020
H 2.953 -1.575 -0.562
H 4.254 0.181 1.283
H -4.523 1.483 1.496
H -3.351 3.965 0.748
H -1.939 5.868 0.329
H 1.256 3.138 -0.432
Cl 3.221 4.452 -0.944
C 2.427 5.406 -2.147
C 3.290 5.861 -3.122
C 2.892 6.610 -4.222
C 1.529 6.793 -4.340
C 0.650 6.352 -3.373
Cl -1.023 6.783 -3.665
C 1.020 5.631 -2.214
N 0.036 5.250 -1.338
C -0.012 4.803 0.120
C 0.991 5.626 0.931
C 1.029 5.795 2.299
C 0.213 5.352 3.369
C -0.953 4.605 3.185
C -1.581 4.542 2.005
C -1.833 2.417 0.539
C -2.839 1.843 -0.608
O -3.899 2.411 -0.769
O -2.394 0.901 -1.374
H 4.331 5.592 -2.965
H 3.535 6.961 -4.996
H 1.145 7.238 -5.275
H -0.881 5.326 -1.736
H 1.813 6.003 0.364
H 1.922 6.361 2.606
H 0.491 5.615 4.386
H -1.332 3.991 4.003
H -1.593 2.335 2.498
H -0.814 1.031 1.778
C -2.104 -4.223 -2.451
C -1.115 -3.191 -2.918
N -0.814 -2.077 -2.335
C 0.426 -1.578 -3.040
C 0.309 -2.025 -4.441
N -0.441 -3.281 -4.092
C -0.467 -4.415 -4.949
N 0.578 -5.343 -4.639
N 0.304 -6.652 -4.526
N 1.331 -7.288 -4.093
C 2.315 -6.347 -3.853
C 3.588 -6.430 -3.283
C 4.298 -5.268 -3.126
C 3.854 -4.023 -3.581
C 2.629 -3.909 -4.169
C 1.846 -5.097 -4.220
H -1.960 -4.299 -1.377
H -1.884 -5.212 -2.867
H -3.130 -3.921 -2.639
H 1.250 -2.131 -2.470
H -0.502 -1.384 -4.912
H -0.336 -3.993 -5.998
H -1.386 -4.970 -4.932
H 4.011 -7.409 -2.958
H 5.255 -5.272 -2.609
H 4.460 -3.121 -3.468
H 2.117 -2.995 -4.535
C 0.471 -0.076 -2.658
H -0.169 0.536 -3.294
H 1.480 0.315 -2.647

The net charge is -2. The value obtained for the HOMO energy is -1.350 eV. The multiplicity is 1. The calculation puts the LUMO energy at 3.94 eV. For the frontier orbital gap, the calculation gives 5.291 eV.

Löwdin atomic charge list, values in e, 6 entries:
1 Sn 1.245
2 C -0.077
3 C -0.314
4 C -0.081
5 C -0.040
6 C -0.273



# 4
A cluster of 5 separate species, C36H72N5O7 in total in a non-equilibrium geometry. Source: OMol25; level of theory: ωB97M-V/def2-TZVPD.

Cartesian coordinates (Å):
N 0.978 2.331 -1.977
O 0.296 3.123 -1.375
O 0.370 1.580 -2.658
O 2.148 2.128 -1.687
C 4.038 -1.733 -5.687
C 4.966 -2.650 -4.887
C 6.211 -1.815 -4.518
C 7.117 -2.551 -3.513
C 6.326 -2.844 -2.214
C 4.935 -3.570 -2.346
N 4.236 -3.150 -3.668
O 2.962 -3.709 -3.893
C 4.051 -3.091 -1.037
C 5.172 -5.083 -2.339
C 5.346 -3.838 -5.752
H 3.100 -2.260 -5.861
H 4.405 -1.533 -6.694
H 3.812 -0.756 -5.261
H 5.891 -0.850 -4.124
H 6.780 -1.512 -5.397
H 7.932 -1.860 -3.296
H 7.636 -3.409 -3.941
H 6.188 -1.884 -1.716
H 7.021 -3.312 -1.516
H 4.616 -3.229 -0.116
H 3.143 -3.665 -0.851
H 3.753 -2.043 -1.055
H 5.957 -5.347 -3.048
H 4.324 -5.718 -2.595
H 5.569 -5.427 -1.384
H 5.979 -4.618 -5.331
H 6.021 -3.524 -6.549
H 4.477 -4.273 -6.245
C -7.374 5.117 0.893
C -5.912 4.918 0.388
C -5.955 4.401 -1.091
C -6.168 5.447 -2.214
C -4.995 6.457 -2.097
C -4.867 7.199 -0.693
N -5.100 6.212 0.444
O -4.459 6.466 1.681
C -5.864 8.324 -0.525
C -3.457 7.826 -0.652
C -5.058 3.880 1.229
H -7.775 4.153 1.205
H -7.937 5.617 0.104
H -7.393 5.645 1.846
H -6.526 3.474 -1.062
H -4.960 4.027 -1.334
H -7.162 5.890 -2.286
H -6.118 4.889 -3.149
H -5.170 7.271 -2.800
H -4.139 5.832 -2.353
H -6.910 8.046 -0.399
H -5.928 8.913 -1.440
H -5.561 8.994 0.279
H -3.170 8.618 0.040
H -3.170 8.117 -1.662
H -2.786 7.013 -0.374
H -5.439 2.880 1.026
H -5.117 4.030 2.307
H -4.052 4.014 0.829
C -4.770 -5.191 -3.065
C -4.617 -5.232 -1.532
C -5.949 -4.876 -0.878
C -7.041 -6.004 -0.979
C -6.475 -7.305 -0.476
C -5.084 -7.829 -0.964
N -4.170 -6.590 -0.998
O -2.872 -6.775 -0.585
C -5.181 -8.559 -2.317
C -4.645 -8.784 0.167
C -3.626 -4.109 -0.974
H -5.361 -4.318 -3.342
H -5.303 -6.076 -3.413
H -3.841 -5.258 -3.630
H -6.390 -4.020 -1.389
H -5.888 -4.594 0.173
H -7.488 -6.057 -1.972
H -7.888 -5.684 -0.372
H -7.209 -8.057 -0.764
H -6.430 -6.978 0.563
H -5.763 -9.477 -2.231
H -4.155 -8.872 -2.513
H -5.514 -8.034 -3.212
H -5.270 -9.634 0.439
H -4.373 -8.199 1.046
H -3.779 -9.370 -0.140
H -3.605 -4.205 0.112
H -4.004 -3.103 -1.155
H -2.568 -4.140 -1.232
C 5.075 4.836 3.378
C 4.831 4.293 4.762
C 3.629 3.265 4.599
C 3.683 2.190 5.723
C 5.025 1.471 5.680
C 6.255 2.432 6.134
N 6.157 3.669 5.272
O 7.132 4.580 5.271
C 7.548 1.695 5.951
C 6.057 2.706 7.612
C 4.313 5.433 5.647
H 5.581 5.791 3.522
H 4.245 5.037 2.700
H 5.821 4.204 2.896
H 3.719 2.727 3.655
H 2.648 3.716 4.446
H 2.841 1.498 5.763
H 3.487 2.652 6.691
H 5.208 0.953 4.738
H 4.930 0.567 6.281
H 7.579 0.845 6.633
H 8.508 2.172 6.148
H 7.567 1.336 4.922
H 7.004 3.029 8.045
H 5.584 1.892 8.161
H 5.370 3.537 7.770
H 3.924 5.151 6.626
H 3.348 5.771 5.269
H 4.963 6.304 5.729

The net charge is +3. The value obtained for the HOMO energy is -10.962 eV. The multiplicity is 1. The calculation puts the LUMO energy at -9.31 eV. For the frontier orbital gap, the calculation gives 1.651 eV.

Löwdin atomic charge list, values in e, 6 entries:
1 N -0.738
2 O -0.050
3 O -0.020
4 O -0.051
5 C -0.015
6 C -0.470